Formula: C4H6CuO3
Source: OMol25
Level of theory: the ωB97M-V functional and the def2-TZVPD basis

Last column: Mulliken charge in e.
Cartesian coordinates (Å):
Cu -1.145 -0.981 3.745  -0.2146
O -2.131 0.178 1.676  -0.2036
O 1.842 -1.773 -2.939  -0.6151
O -1.966 0.566 3.036  -0.6141
C -1.297 0.831 0.838  -0.0012
C 1.743 -0.697 -2.055  -0.0892
C -0.083 1.366 1.069  -0.9909
C 0.846 -0.486 -1.076  -0.6961
H -0.187 1.853 2.084  0.3456
H 0.958 -2.147 -3.145  0.3106
H 2.596 -0.030 -2.257  0.2025
H 0.353 2.010 0.305  0.3156
H 0.083 -1.295 -1.095  -0.0805
H -1.612 0.605 -0.186  0.3311

Calculated values
Kohn-Sham gap (alpha / beta) = 0.1875 / 0.2001 hartree
LUMO level (alpha / beta) = 6.3 / 6.3 eV
spin multiplicity = 2
net charge = -2
ΔE to the lowest compared entry with this formula, charge and spin = 61.9 kcal/mol
E_HOMO (alpha / beta) = 0.044 / 0.032 Ha
expectation value of S² = 0.7554